(1)
14
Properties=species:S:1:pos:R:3:mulliken_charge:R:1 method="wB97M-V/def2-TZVPD" e_lumo_ev="0.54 / 0.54" homo_ev="-8.596 / -8.596" charge=0 gap_ev="9.1 / 9.1"
C -1.65 0.71 1.59 -1.031
H -0.94 0.65 2.32 0.338
O 0.57 0.65 -1.95 -0.690
H -2.61 0.35 2.11 0.289
H -1.75 1.81 1.51 0.331
O 1.29 -1.45 -2.05 -0.468
H 0.84 -1.54 -2.90 0.363
C 1.94 -0.11 -0.31 0.031
Br 1.86 1.53 0.51 -0.026
N 1.18 -0.28 -1.38 0.773
O -0.57 -1.05 0.35 -0.438
C -1.27 -0.07 0.37 0.274
Br 2.86 -1.44 0.49 -0.017
H -1.73 0.23 -0.66 0.272

(2)
74
Properties=species:S:1:pos:R:3:mulliken_charge:R:1 method="wB97M-V/def2-TZVPD" e_lumo_ev=1.02 homo_ev=-2.826 charge=-1 gap_ev=3.8
C -2.07 2.78 -3.50 -0.885
O 0.67 0.81 0.99 -0.942
C 0.92 -2.18 -1.69 0.103
H -2.96 3.31 -3.16 0.435
C 1.12 -1.56 3.71 0.390
H -1.92 -3.06 3.66 0.326
C 3.51 -0.71 3.57 -1.872
C -1.85 1.48 -2.69 0.574
H 4.55 -1.02 3.51 0.489
H -2.15 2.60 -4.57 0.272
S -2.81 -2.24 0.73 -0.342
C 1.90 -0.37 -0.66 -1.161
H -1.17 -2.45 -1.99 0.092
H 1.39 0.55 4.06 0.195
C 0.68 -0.26 3.94 0.183
H -1.72 4.63 -1.57 0.385
H -3.64 -1.23 3.27 0.211
H 4.01 -1.66 -2.99 0.362
C -0.84 4.04 -1.81 -0.978
H 2.43 -3.68 2.26 0.423
C -4.34 -0.28 -0.45 -0.073
C -6.29 -1.60 -1.65 0.114
C -4.08 -1.59 -0.17 0.014
H 3.38 -0.14 4.49 0.433
N 0.87 -1.21 -0.80 1.089
H 3.30 -0.06 2.73 0.322
C -0.66 0.03 4.03 -1.019
H 0.65 0.82 -3.28 0.652
C -3.09 -0.64 3.99 -1.453
C 0.36 2.96 -3.63 -0.937
H -3.26 0.42 3.79 0.299
H -0.46 -3.56 -0.86 0.189
H -0.99 4.51 -3.82 0.285
Na -0.98 -0.28 0.89 0.816
C 0.15 -2.56 3.62 -0.483
C -0.28 -3.06 -1.81 -1.229
H 4.71 2.27 -0.29 0.508
C 2.79 1.60 0.37 0.160
H 1.37 1.85 -2.04 -0.378
S -3.49 1.09 0.11 -0.581
H 3.79 -2.63 1.87 0.485
H 2.08 -3.18 -3.22 0.440
C 0.51 1.74 -2.70 0.021
C 1.72 0.69 0.31 0.824
S -5.26 -2.73 -0.85 -0.155
H -0.96 1.06 4.21 0.271
C -1.19 -2.26 3.73 -0.673
H 0.02 2.74 -0.28 -0.108
H -2.68 1.32 -1.98 -0.891
S -5.75 0.03 -1.47 -0.147
C 2.05 -2.37 -2.50 -0.820
H 0.29 2.67 -4.68 0.255
H 2.88 -2.60 4.34 0.411
C -1.63 -0.96 3.91 0.707
S -7.64 -2.02 -2.50 -0.361
C -0.80 2.73 -0.99 0.419
C 2.58 -1.92 3.53 0.937
N -0.66 1.60 -1.88 0.462
H 2.15 -2.15 1.43 0.312
H -3.48 -0.87 4.99 0.357
H 0.45 -3.58 3.46 0.327
H -0.16 -3.79 -2.60 0.456
Br 5.63 0.50 -2.43 -0.305
C 3.07 -0.47 -1.46 1.119
N -0.89 3.66 -3.25 0.049
C 3.94 1.53 -0.39 -0.421
H 1.20 3.66 -3.52 0.442
H -1.72 2.58 -0.43 -0.121
C 4.07 0.50 -1.30 -0.058
Br 2.54 3.08 1.55 -0.239
C 2.75 -2.65 2.19 -1.569
C 3.12 -1.53 -2.38 -1.349
H -1.76 0.61 -3.34 0.601
H 0.05 4.66 -1.65 0.331

(3)
8
Properties=species:S:1:pos:R:3:mulliken_charge:R:1 method="wB97M-V/def2-TZVPD" e_lumo_ev=0.95 smiles="COC=O" homo_ev=-10.792 charge=0 gap_ev=11.7
C -1.13 0.57 -0.04 0.168
C 0.91 -0.31 -0.02 -0.609
H 1.98 -0.02 -0.21 0.238
O 0.16 0.86 -0.06 -0.250
O -1.65 -0.54 -0.04 -0.493
H 0.53 -1.06 -0.72 0.289
H -1.76 1.41 0.19 0.382
H 0.96 -0.91 0.90 0.275

Results for ΔE to the lowest compared entry with this formula, charge and spin: 1.8792; 0.8939; 1.1510 (in eV, following the order of the records).